Formula: C6H14O
Source: the OMol25 dataset
Level of theory: ωB97M-V/def2-TZVPD

```
! RIJCOSX wB97M-V def2-TZVPD def2/J DEFGRID3
* xyz 0 1
C -2.083 -0.982 0.958
C -0.865 -1.427 0.663
C 0.396 -0.736 1.107
C 1.267 -0.136 -0.001
O 2.404 0.428 0.616
C 3.283 1.020 -0.306
H -2.235 -0.047 1.501
H -2.986 -1.426 0.544
H -0.775 -2.309 0.025
H 1.016 -1.447 1.664
H 0.130 0.072 1.798
H 1.577 -0.907 -0.728
H 0.722 0.642 -0.564
H 3.672 0.286 -1.030
H 4.123 1.435 0.258
H 2.798 1.834 -0.867
C -2.497 0.749 -1.130
H -3.540 0.654 -0.801
H -2.427 0.576 -2.201
H -2.116 1.729 -0.838
H -1.863 -0.008 -0.666
*
```

**SMILES**: C=CCCOC.C
**HOMO level**: -9.2700 eV
**LUMO**: 1.0 eV
**Energy relative to the best compared isomer or geometry (same formula, charge and spin)**: 51.7 kcal per mole

=====

Formula: C20H29Cl2F4N3OS3Sc
Source: the OMol25 dataset
Level of theory: ωB97M-V/def2-TZVPD

```
! RIJCOSX wB97M-V def2-TZVPD def2/J DEFGRID3
* xyz 1 1
Sc 0.229 -1.042 0.433
C 2.702 -3.600 1.212
C 2.423 -2.446 2.158
N 0.983 -2.084 2.319
C 0.199 -3.223 2.884
C -0.433 -4.151 1.858
C 0.893 -0.934 3.268
C 1.615 0.309 2.754
N 1.398 0.394 1.314
C 2.232 1.204 0.571
C 2.563 0.775 -0.711
F 2.066 -0.452 -1.074
C 3.337 1.497 -1.587
F 3.591 1.001 -2.799
C 3.849 2.722 -1.202
C 3.553 3.170 0.072
F 4.019 4.349 0.480
C 2.762 2.440 0.944
F 2.463 2.957 2.145
H 3.777 -3.656 1.045
H 2.222 -3.463 0.240
H 2.387 -4.558 1.621
H 2.937 -1.557 1.795
H 2.823 -2.670 3.154
H -0.595 -2.792 3.496
H 0.849 -3.783 3.564
H -1.143 -3.631 1.212
H -0.988 -4.928 2.384
H 0.293 -4.635 1.211
H 1.281 -1.227 4.249
H -0.169 -0.709 3.393
H 2.685 0.263 2.983
H 1.218 1.171 3.296
H 4.466 3.307 -1.869
Cl -1.891 1.496 2.361
C -3.021 0.430 1.548
Cl -2.330 -1.237 1.385
H -3.212 0.785 0.538
H -3.919 0.313 2.142
C -3.793 2.745 -2.765
C -4.618 1.461 -2.742
S -3.905 -0.019 -1.990
C -2.431 -0.365 -2.973
C -1.188 0.506 -2.745
S -0.925 0.868 -0.992
C -0.400 2.591 -0.914
C -1.394 3.575 -1.536
S -3.145 3.294 -1.151
H -4.429 3.541 -3.155
H -2.956 2.652 -3.454
H -4.926 1.231 -3.764
H -5.533 1.615 -2.168
H -2.678 -0.349 -4.036
H -2.196 -1.400 -2.725
H -1.282 1.468 -3.244
H -0.307 0.007 -3.148
H 0.586 2.709 -1.366
H -0.301 2.767 0.157
H -1.287 3.604 -2.620
H -1.133 4.572 -1.181
O 0.127 -3.534 -3.119
C 0.050 -2.964 -2.103
N -0.053 -2.379 -1.055
*
```

**HOMO level**: -11.2063 eV
**LUMO**: -2.8 eV
**Energy relative to the best compared isomer or geometry (same formula, charge and spin)**: 0.0 kcal per mole

=====

Formula: C13H15BBr27O2
Source: the OMol25 dataset
Level of theory: ωB97M-V/def2-TZVPD

```
! RIJCOSX wB97M-V def2-TZVPD def2/J DEFGRID3
* xyz -1 1
C 4.446 1.953 3.618
C 3.121 1.904 3.685
C 1.577 2.021 3.214
C 0.692 0.663 3.235
O -0.631 1.271 3.292
B -0.549 2.775 3.280
O 0.773 2.997 3.932
H 5.564 2.102 3.432
H 1.487 2.392 2.102
H 0.904 0.237 2.193
H 0.831 -0.055 4.113
H -1.495 3.327 3.779
H -0.566 3.071 2.117
C 2.743 2.035 -1.018
Br 4.207 1.317 -2.071
Br 1.064 1.141 -1.417
Br 3.157 2.024 0.879
H 2.622 3.078 -1.308
C -3.308 2.243 -1.907
Br -2.129 2.716 -0.444
Br -2.325 1.536 -3.423
Br -4.716 1.035 -1.337
H -3.790 3.161 -2.240
C 3.468 -1.949 5.215
Br 4.860 -3.294 5.400
Br 3.884 -0.661 3.822
Br 1.720 -2.753 4.961
H 3.431 -1.399 6.154
C -7.814 -1.820 -2.293
Br -9.365 -2.970 -2.105
Br -7.981 -0.620 -3.806
Br -7.426 -0.858 -0.656
H -6.961 -2.466 -2.493
C 8.266 -0.955 5.951
Br 7.906 0.620 7.023
Br 8.114 -0.584 4.054
Br 9.977 -1.755 6.394
H 7.498 -1.688 6.194
C -1.538 -2.057 -0.072
Br -3.135 -3.113 0.256
Br -1.351 -0.618 1.210
Br 0.057 -3.163 -0.151
H -1.656 -1.601 -1.054
C -7.161 3.136 -6.349
Br -5.670 2.427 -7.366
Br -8.823 2.232 -6.781
Br -6.807 3.116 -4.443
H -7.280 4.178 -6.641
C 3.792 -3.834 -2.015
Br 3.168 -4.535 -3.714
Br 5.726 -3.888 -1.880
Br 3.094 -2.059 -1.669
H 3.400 -4.488 -1.238
C -1.720 -1.584 -5.918
Br -2.641 -2.019 -7.568
Br -0.957 0.202 -5.970
Br -2.857 -1.848 -4.370
H -0.889 -2.281 -5.823
*
```

**HOMO level**: -4.8715 eV
**LUMO**: 1.1 eV

=====

Formula: C5H10OS
Source: the OMol25 dataset
Level of theory: ωB97M-V/def2-TZVPD

```
! RIJCOSX wB97M-V def2-TZVPD def2/J DEFGRID3
* xyz 0 1
C 1.593 -1.327 0.860
C 1.287 -0.079 0.091
C 2.282 0.239 -1.071
C 0.969 1.388 0.685
O -0.123 -0.366 -0.668
C -1.114 0.019 0.262
S -2.719 -0.049 -0.144
H 1.283 -2.208 0.204
H 1.269 -1.166 2.004
H 2.816 -1.270 0.526
H 3.410 0.560 -0.748
H 2.250 -0.592 -1.796
H 1.681 1.088 -1.532
H 0.656 2.100 -0.165
H 0.080 1.681 1.521
H 1.953 1.908 1.398
H -1.004 0.176 1.276
*
```

**SMILES**: CC(C)(C)OC=S
**HOMO level**: -8.5238 eV
**LUMO**: 0.4 eV
**Energy relative to the best compared isomer or geometry (same formula, charge and spin)**: 107.1 kcal per mole

=====

Formula: C3H6NP
Source: the OMol25 dataset
Level of theory: ωB97M-V/def2-TZVPD

```
! RIJCOSX wB97M-V def2-TZVPD def2/J DEFGRID3
* xyz 0 1
C -1.942 -0.223 1.260
P -0.385 -0.158 0.483
C 0.925 0.600 1.265
H -2.067 0.672 1.866
H -2.763 -0.705 0.673
H -0.098 -1.214 -0.319
H 1.764 0.512 0.615
H 0.888 1.649 1.505
C 1.220 -0.336 -2.420
N 0.391 -0.546 -3.168
H 2.066 -0.250 -1.759
*
```

**SMILES**: C=[PH]=C.C#N
**HOMO level (alpha / beta)**: -7.8625 / -7.8630 eV
**LUMO (alpha / beta)**: -0.1 / -0.1 eV
**Energy relative to the best compared isomer or geometry (same formula, charge and spin)**: 74.1 kcal per mole

=====

Formula: C3H3NO3
Source: the OMol25 dataset
Level of theory: ωB97M-V/def2-TZVPD

```
! RIJCOSX wB97M-V def2-TZVPD def2/J DEFGRID3
* xyz 0 1
N -0.442 -1.453 0.610
C -0.110 -0.267 0.151
O -0.857 0.699 0.740
C -0.513 1.952 0.268
O -1.034 2.941 0.676
C 1.637 -1.349 -1.412
O 2.114 -0.536 -2.049
H -1.156 -1.652 1.305
H 0.275 1.882 -0.497
H 0.087 -2.217 0.209
*
```

**HOMO level**: -9.4693 eV
**LUMO**: 0.9 eV
**Energy relative to the best compared isomer or geometry (same formula, charge and spin)**: 55.7 kcal per mole

=====

Formula: C10H24O6
Source: the OMol25 dataset
Level of theory: ωB97M-V/def2-TZVPD

```
! RIJCOSX wB97M-V def2-TZVPD def2/J DEFGRID3
* xyz 0 1
O 1.853 -1.476 2.713
C 1.660 -1.163 1.577
O 2.646 -1.157 0.648
C 2.305 -0.242 -0.416
C 0.860 0.225 -0.168
C 0.368 -0.760 0.902
C -0.743 -0.326 1.840
C -2.164 -0.588 1.343
C -2.384 -1.989 0.813
O -3.788 -2.222 0.777
H 2.455 -0.700 -1.389
H 3.001 0.594 -0.342
H 0.830 1.260 0.169
H 0.267 0.092 -1.068
H 0.105 -1.669 0.347
H -0.589 -0.810 2.806
H -0.634 0.747 2.018
H -2.443 0.136 0.574
H -2.862 -0.441 2.169
H -1.959 -2.094 -0.191
H -1.882 -2.720 1.460
H -3.947 -3.113 0.458
C 1.434 2.315 -3.494
O 1.460 0.904 -3.276
H 1.263 2.777 -2.524
H 2.382 2.683 -3.886
H 0.620 2.598 -4.166
H 1.612 0.474 -4.122
C 5.409 3.923 -2.732
O 4.095 4.303 -3.118
H 5.368 2.866 -2.479
H 6.128 4.058 -3.545
H 5.753 4.477 -1.855
H 4.101 5.237 -3.346
C -5.264 -3.321 3.728
O -6.200 -2.257 3.660
H -5.422 -3.834 4.674
H -5.408 -4.040 2.916
H -4.235 -2.955 3.693
H -6.053 -1.794 2.830
*
```

**SMILES**: O=C1OCC[C@@H]1CCCO.CO.CO.CO
**HOMO level**: -10.0511 eV
**LUMO**: 0.5 eV
**Energy relative to the best compared isomer or geometry (same formula, charge and spin)**: 0.0 kcal per mole

=====

Formula: C3H10N2O2
Source: the OMol25 dataset
Level of theory: ωB97M-V/def2-TZVPD

```
! RIJCOSX wB97M-V def2-TZVPD def2/J DEFGRID3
* xyz 1 2
N -0.639 -0.115 -2.764
C 0.219 -0.187 -1.588
C -0.427 0.598 -0.475
N 0.149 0.628 0.721
C -0.733 1.045 1.831
O -1.470 1.142 -0.794
H -1.642 -0.266 -2.618
H -0.409 0.720 -3.307
H 0.477 -1.268 -1.551
H 1.237 0.098 -1.880
H 0.992 0.180 1.056
H -1.227 2.003 1.692
H -1.646 0.419 1.901
H -0.098 0.888 2.692
H 1.862 -1.743 2.447
H 1.418 -2.462 1.170
O 1.936 -1.679 1.467
*
```

**HOMO level (alpha / beta)**: -14.1074 / -14.0943 eV
**LUMO (alpha / beta)**: -3.4 / -8.6 eV
**Energy relative to the best compared isomer or geometry (same formula, charge and spin)**: 41.2 kcal per mole